1.
Formula: C12H14CrN2O4
Source: OMol25
Level of theory: ωB97M-V/def2-TZVPD

Geometry as ORCA input:
```
! wB97M-V def2-TZVPD RIJCOSX def2/J DEFGRID3
* xyz 2 5
Cr 0.10549 2.79326 1.71909
O -1.43488 -0.61744 -1.60683
C -1.48022 -1.23684 -2.65377
O -0.66894 1.49436 -3.10792
C -0.46236 0.60902 -3.90605
O 0.28249 0.72822 -5.04592
N -0.93425 -0.73088 -3.84405
C 0.27139 -0.51748 -5.79442
C -0.51130 -1.53045 -4.99632
H 1.30331 -0.86168 -5.94074
H -0.19290 -0.35473 -6.77351
H 0.11605 -2.37441 -4.67915
H -1.38743 -1.89754 -5.55071
C -2.09771 -2.57145 -2.78991
C -2.45200 -3.24565 -1.68440
H -2.25844 -2.95830 -3.80124
H -2.41662 -2.79350 -0.69354
H -2.80760 -4.26413 -1.80781
O 1.75142 3.54570 2.66455
C 2.21862 2.96785 3.91147
C 1.37199 1.78395 4.22431
C 1.57927 0.96767 5.33242
C 0.78843 -0.16883 5.47852
C -0.14126 -0.46318 4.47289
C -0.32524 0.41258 3.41490
N 0.41284 1.55763 3.30084
H 2.48036 4.00577 2.19779
H 3.25815 2.68263 3.75389
H 2.14362 3.71771 4.70568
H 2.36789 1.26406 6.02080
H 0.90940 -0.81112 6.34938
H -0.73400 -1.37282 4.51074
H -1.05559 0.24004 2.61904
*
```

DFT total energy   -52244.8706 eV
Kohn-Sham gap (spin up / spin down)   0.1561 / 0.1832 Ha
<S²>   6.020
LUMO (spin up / spin down)   -9.94 / -9.20 eV

2.
Formula: C21H16N5PPdS
Source: OMol25
Level of theory: ωB97M-V/def2-TZVPD

Geometry as ORCA input:
```
! wB97M-V def2-TZVPD RIJCOSX def2/J DEFGRID3
* xyz 2 5
Pd 0.12173 -2.04525 0.41428
N -0.27806 -1.96490 -1.74126
C -0.70751 -0.71192 -2.36577
C -1.12060 -0.68480 -3.68299
C -1.55743 0.51555 -4.23169
C -1.57937 1.67472 -3.46648
C -1.15088 1.64590 -2.14797
C -0.70013 0.44600 -1.60007
P -0.06227 0.32074 0.04712
C 1.70411 0.04959 -0.04785
C 2.41544 0.07347 -1.25936
C 3.78106 -0.12591 -1.25537
C 4.45257 -0.35318 -0.05356
C 3.76341 -0.37724 1.14905
C 2.39075 -0.17748 1.15903
C -0.42176 1.76589 1.00679
C 0.53887 2.77234 1.14128
C 0.21668 3.92763 1.83579
C -1.04691 4.07253 2.39429
C -2.00005 3.06936 2.26549
C -1.69058 1.91098 1.57299
H 0.51948 -2.35230 -2.23997
H -1.02948 -2.64428 -1.82851
H -1.11645 -1.58989 -4.27888
H -1.88981 0.53942 -5.26086
H -1.92760 2.60247 -3.89944
H -1.15677 2.54791 -1.54900
H 1.89960 0.27634 -2.19020
H 4.33364 -0.08823 -2.18474
H 5.52490 -0.49949 -0.06166
H 4.29360 -0.53907 2.07790
H 1.85696 -0.16132 2.10198
H 1.52488 2.65973 0.70807
H 0.95091 4.71489 1.94081
H -1.29018 4.97614 2.93791
H -2.97957 3.19127 2.70776
H -2.43387 1.12836 1.47256
N -1.94724 -2.81345 0.66399
C -2.89919 -3.13497 1.23163
N -4.04850 -3.43531 1.75039
C -4.52517 -4.14567 2.65384
N -5.02738 -4.75586 3.55283
S 1.84877 -5.15859 3.79417
C 1.38451 -3.98221 2.74895
N 1.06490 -3.13992 2.01672
*
```

DFT total energy   -53071.5402 eV
Kohn-Sham gap (spin up / spin down)   0.3244 / 0.2030 Ha
<S²>   6.059
LUMO (spin up / spin down)   -5.16 / -9.48 eV

3.
Formula: C27H60F2N4O4S2
Source: OMol25
Level of theory: ωB97M-V/def2-TZVPD

Geometry as ORCA input:
```
! wB97M-V def2-TZVPD RIJCOSX def2/J DEFGRID3
* xyz 1 2
C 0.43227 2.09204 -6.54187
C 0.65534 0.66861 -6.15355
C 0.27567 0.37902 -4.68725
C -1.20519 0.55341 -4.28739
N -1.70953 0.06741 -2.85955
C -3.28878 0.28181 -2.76117
C -3.61277 -0.75384 -1.68818
C -2.50918 -1.82153 -1.65650
C -1.53984 -1.47956 -2.69701
C -1.01113 0.86433 -1.70731
H 0.72000 2.21371 -7.58614
H 1.00811 2.76659 -5.90822
H -0.62213 2.36811 -6.53049
H 1.70191 0.44927 -6.36497
H 0.16894 -0.05088 -6.81221
H 0.84330 1.13894 -4.15020
H 0.73787 -0.57064 -4.41780
H -1.86903 0.08670 -5.01512
H -1.44003 1.61430 -4.20103
H -3.49634 1.33230 -2.55749
H -3.63619 0.07883 -3.77419
H -3.72684 -0.23208 -0.73799
H -4.55846 -1.26123 -1.87878
H -1.96116 -1.85303 -0.71480
H -2.89528 -2.82155 -1.85393
H -0.52886 -1.86166 -2.55551
H -1.80023 -1.79335 -3.70786
H -1.23395 1.91862 -1.87140
H 0.03934 0.61836 -1.86262
H -1.39246 0.54763 -0.73655
C -4.32751 -3.32268 0.81715
C -3.95540 -4.71049 1.46640
C -2.46787 -4.97937 1.34312
C -1.54830 -4.15868 2.31512
N -0.09581 -4.61252 2.34813
C 0.09531 -6.05417 2.92174
C 0.74275 -5.92749 4.29649
C 1.49840 -4.69977 4.28566
C 0.74153 -3.69769 3.36692
C 0.54974 -4.54310 1.02113
H -4.30070 -3.22252 -0.26791
H -3.56684 -2.57855 1.05330
H -5.30427 -2.94659 1.12146
H -4.53063 -5.41855 0.86988
H -4.19836 -4.72679 2.52886
H -2.17545 -4.85759 0.30016
H -2.18320 -6.00904 1.55954
H -1.91075 -4.30101 3.33318
H -1.56694 -3.11183 2.01208
H 0.76456 -6.57220 2.23484
H -0.72455 -6.77015 2.97920
H 1.29329 -6.82181 4.58834
H -0.07659 -5.76739 4.99730
H 2.49941 -4.90001 3.90358
H 1.65522 -4.38903 5.31859
H 1.44554 -3.12354 2.76457
H 0.00486 -3.07064 3.86914
H 1.62585 -4.60073 1.18466
H 0.19574 -3.57229 0.67424
H 0.18511 -5.28683 0.31260
C 5.05425 4.28129 3.10768
C 4.51070 3.09990 2.14941
C 3.55196 3.57424 1.02771
C 2.20869 3.95264 1.67229
N 1.20099 4.60929 0.64698
C 0.99568 3.95565 -0.75513
C 1.89010 4.62895 -1.80732
C 1.73859 6.07112 -1.32550
C 1.67316 6.03955 0.23860
C -0.14896 4.58640 1.39495
H 5.86984 3.90417 3.72469
H 4.32548 4.56821 3.86575
H 5.51801 5.09503 2.55014
H 3.99470 2.36531 2.76764
H 5.36942 2.68583 1.62096
H 3.39230 2.92205 0.16907
H 4.05428 4.38430 0.49896
H 2.35569 4.56361 2.56291
H 1.76411 3.06535 2.12302
H -0.04868 4.20719 -0.93995
H 1.21897 2.88894 -0.77429
H 1.61305 4.36335 -2.82752
H 2.94683 4.37398 -1.72734
H 0.93424 6.58671 -1.85018
H 2.57720 6.62122 -1.75238
H 0.85271 6.71402 0.48365
H 2.51734 6.33106 0.86349
H -0.88777 5.25649 0.95534
H -0.01280 4.84728 2.44447
H -0.58195 3.58946 1.31292
N -0.68534 -0.87639 1.16757
S -1.47986 0.19714 2.26960
O -1.97327 1.44397 1.65378
O -1.04350 0.32728 3.66765
F -2.76735 -0.75540 2.58050
S 0.69029 -0.32346 1.34621
O 1.45087 -0.66763 2.49996
O 0.95257 0.99156 0.84874
F 1.49792 -1.25722 0.30258
*
```

DFT total energy   -70214.9172 eV
Kohn-Sham gap (spin up / spin down)   0.0941 / 0.3228 Ha
<S²>   0.752
LUMO (spin up / spin down)   -1.61 / -1.79 eV

4.
Formula: C15H27ClHoIOP2
Source: OMol25
Level of theory: ωB97M-V/def2-TZVPD

Geometry as ORCA input:
```
! wB97M-V def2-TZVPD RIJCOSX def2/J DEFGRID3
* xyz 2 5
C -0.29987 2.53924 -3.36974
I -0.54352 0.24507 -3.83617
H -0.13423 2.96629 -4.37486
H 0.55974 2.76949 -2.72386
H -1.25095 2.90245 -2.96306
Ho -0.04299 0.37390 -0.94989
P 2.75127 0.44902 -1.35663
C 3.59811 1.84675 -0.56103
C 3.88628 -0.93651 -0.97311
H 4.91012 -0.65326 -1.25816
H 4.22630 0.85087 -3.21291
H 3.56497 -1.82907 -1.52672
H 2.86817 -0.21225 -3.68521
H 3.66068 1.66366 0.51736
H 3.84486 -1.16686 0.10086
C 3.14291 0.68969 -3.12928
H 4.60357 1.94321 -0.98386
H 2.59777 1.53986 -3.54940
H 3.04452 2.78137 -0.70741
P -2.74416 -0.27856 -0.44921
C -3.56943 1.06041 0.51015
C -3.84419 -0.43020 -1.91697
H -2.97916 -2.66620 -0.08216
H -4.28061 -1.76494 0.77616
H -2.61869 -1.83663 1.43396
C -3.21538 -1.77208 0.51293
H -3.57809 -1.34194 -2.46893
H -4.89821 -0.48827 -1.59671
H -4.65763 0.90756 0.54498
H -3.35412 2.03500 0.04412
H -3.69364 0.43276 -2.58178
H -3.17495 1.09655 1.53645
C 0.57016 2.53911 -0.30643
O 0.86948 3.57958 0.11248
Cl 2.68009 -0.88373 2.16165
C 1.15771 -1.47812 2.71783
C 1.12753 -2.61466 3.51809
C -0.08135 -3.01567 4.10655
C -1.22565 -2.25231 3.91144
C -1.20669 -1.12400 3.10428
C -0.01851 -0.75111 2.42994
C 0.00797 0.39182 1.51153
H 2.05069 -3.17229 3.65508
H -0.10762 -3.90684 4.74523
H -2.17434 -2.54955 4.37132
H -2.09541 -0.49155 2.96764
H -0.87107 1.04557 1.63645
H 0.93760 0.96736 1.63701
*
```

DFT total energy   -83022.5744 eV
Kohn-Sham gap (spin up / spin down)   0.1785 / 0.1823 Ha
<S²>   6.007
LUMO (spin up / spin down)   -8.25 / -8.14 eV

5.
Formula: C10H6O3
Source: OMol25
Level of theory: ωB97M-V/def2-TZVPD

Geometry as ORCA input:
```
! wB97M-V def2-TZVPD RIJCOSX def2/J DEFGRID3
* xyz 0 1
O -5.21461 0.63065 0.30902
C -4.04327 0.56397 0.22110
C -2.79400 0.45094 0.15125
C -1.45127 0.45276 -0.06121
C -0.94992 1.73752 -0.48980
C 0.32346 2.13827 -0.27610
C 1.22079 1.26319 0.38567
C 0.84813 -0.01109 0.64297
C -0.43181 -0.56568 0.25909
C -0.39934 -1.96750 0.18512
O 0.73056 -2.56964 0.61856
C -1.28562 -2.99574 -0.40481
O -0.95024 -4.16119 -0.39826
H -1.68022 2.41848 -0.90121
H 0.64884 3.12600 -0.56457
H 2.20590 1.61032 0.66099
H 1.55644 -0.68687 1.09682
H 0.59419 -3.53040 0.45954
H -2.23064 -2.64273 -0.83638
*
```

DFT total energy   -16605.9410 eV
SMILES   O=C=C=c1cccc/c1=C(\O)C=O
Kohn-Sham gap (spin up / spin down)   0.2257 / 0.2389 Ha
LUMO (spin up / spin down)   -2.09 / -1.91 eV